5 unconnected molecules or ions with the total composition C5H21N2O5 at a distorted geometry. Source: the Open Molecules 2025 dataset; level of theory: wB97M-V/def2-TZVPD.

Last column: Löwdin charge in e.
Cartesian coordinates (Å):
N 0.0491 -1.7479 -0.2839  0.213
C -1.4557 -1.7594 -0.3377  -0.257
C -2.0652 -2.1622 1.0957  -0.008
C -1.8491 -0.2966 -0.7372  -0.146
N -1.0003 0.2245 -1.8966  -0.111
C -0.9497 1.6613 -2.1492  -0.150
C 0.0834 2.1957 -1.1491  -0.159
O -0.1923 1.9377 0.0246  0.003
H 0.4319 -1.6689 0.6655  0.109
H 0.3555 -1.0932 -1.0169  0.111
H 0.4340 -2.6466 -0.5183  0.162
H -1.8188 -2.3524 -1.2220  0.158
H -1.6534 -2.9569 1.5996  0.044
H -3.2348 -2.2125 0.9696  0.138
H -1.8507 -1.4243 1.8185  0.031
H -1.9636 0.5542 0.0661  0.146
H -2.8522 -0.3763 -1.2210  0.124
H -0.9550 -0.4207 -2.6600  0.112
H -0.6163 1.7399 -3.2432  0.153
H -1.9425 2.0444 -1.8534  0.131
H 0.7854 2.8284 -1.6390  0.126
H 2.0206 0.4413 -1.3147  -0.023
H 3.4424 -0.1367 -1.3152  -0.021
O 2.5959 -0.2522 -1.1409  0.025
H 2.3531 -1.7685 2.8727  0.058
H 1.6478 -0.5314 2.0381  0.093
O 1.8020 -1.5755 2.0964  -0.110
H 1.5555 1.5673 0.8222  -0.049
H 2.8930 2.0594 1.1275  0.092
O 2.4204 1.3933 0.5865  -0.037
H -0.9718 0.5743 3.5243  0.073
H -0.8260 1.5710 2.3596  0.038
O -0.7707 0.6266 2.5670  -0.068

Results
- Total energy: -688.49056 Eh
- Total charge: +1
- Highest occupied orbital energy: -12.4726 eV
- Orbital gap: 9.37 eV
- F_max: 0.1398 hartree/bohr
- Multiplicity: 1
- Energy above the lowest of the compared OMol25 structures with the same formula, charge and spin: 453.8 kJ/mol



C5H4O2 in the gas phase. Source: the Open Molecules 2025 dataset; level of theory: wB97M-V/def2-TZVPD.

Last column: Löwdin charge in e.
Cartesian coordinates (Å):
O 2.0052 1.4795 0.6490  0.128
C 1.1240 0.7406 0.2843  -0.325
C 1.1126 -0.7325 0.1560  -0.001
C -0.1309 -1.1632 -0.0976  -0.042
C -1.1618 -0.0616 -0.1493  -0.093
C -0.3001 1.1930 -0.1309  -0.306
O -0.6181 2.3173 -0.4116  0.145
H 2.0017 -1.3451 0.2512  0.118
H -0.4003 -2.2045 -0.2521  0.114
H -1.7938 -0.0644 0.7487  0.135
H -1.8273 -0.1034 -1.0162  0.128

Results
- Total energy: -343.37318 Eh
- SMILES: O=C1C=CCC1=O
- Highest occupied orbital energy: -9.4207 eV
- Orbital gap: 8.81 eV
- F_max: 0.0120 hartree/bohr
- Multiplicity: 1
- Energy above the lowest of the compared OMol25 structures with the same formula, charge and spin: 50.3 kJ/mol



C18H24N2O4S in the gas phase. Source: the Open Molecules 2025 dataset; level of theory: wB97M-V/def2-TZVPD.

Last column: Löwdin charge in e.
Cartesian coordinates (Å):
C -1.7637 -1.6599 1.2626  -0.043
C -2.6308 -0.5006 1.7385  -0.629
C -1.7705 0.5266 2.4838  -0.029
C -3.7403 -1.0208 2.6624  -0.040
N -3.2875 0.1103 0.5879  -0.080
S -2.8130 0.1134 -0.9904  0.641
O -2.7075 -1.2283 -1.4849  -0.291
O -3.7359 1.0075 -1.6313  -0.291
C -1.1868 0.8665 -1.0436  -0.269
C -1.0289 2.1580 -0.5804  -0.053
C 0.2302 2.7281 -0.5791  -0.015
C 1.3298 2.0092 -1.0373  -0.231
C 2.7135 2.5820 -0.9016  -0.136
C 3.1053 2.6034 0.5881  -0.092
C 2.6910 1.2952 1.2465  -0.511
O 1.7387 1.2009 1.9893  0.074
N 3.4832 0.2457 0.9272  0.083
C 3.1773 -1.1112 1.3396  -0.082
C 2.6421 -1.9308 0.2093  -0.267
C 3.2301 -2.4025 -0.9297  -0.034
C 2.2130 -3.0748 -1.6506  -0.056
C 1.0858 -2.9605 -0.8975  -0.129
O 1.3376 -2.2685 0.2237  0.033
C 1.1418 0.7272 -1.5386  -0.012
C -0.1185 0.1550 -1.5464  -0.045
H -0.9061 -1.2883 0.7098  0.059
H -2.3379 -2.3131 0.6128  0.082
H -1.4035 -2.2255 2.1182  0.097
H -1.3700 0.0837 3.3917  0.090
H -0.9310 0.8568 1.8767  0.060
H -2.3660 1.3946 2.7611  0.085
H -4.3679 -0.1999 3.0018  0.081
H -3.3098 -1.5117 3.5311  0.084
H -4.3622 -1.7316 2.1255  0.087
H -3.7928 0.9546 0.7989  0.113
H -1.8903 2.7016 -0.2257  0.120
H 0.3659 3.7324 -0.2068  0.123
H 3.4208 1.9727 -1.4676  0.110
H 2.7495 3.5992 -1.2962  0.120
H 4.1785 2.7651 0.6984  0.117
H 2.5729 3.4054 1.0989  0.120
H 4.2131 0.3642 0.2434  0.142
H 4.0819 -1.5705 1.7513  0.131
H 2.4121 -1.0361 2.1157  0.131
H 4.2573 -2.2965 -1.2160  0.108
H 2.3137 -3.5724 -2.5930  0.102
H 0.0834 -3.3109 -1.0440  0.128
H 1.9845 0.1670 -1.9185  0.114
H -0.2893 -0.8392 -1.9271  0.103

Results
- Total energy: -1508.96341 Eh
- SMILES: CC(C)(C)NS(=O)(=O)c1ccc(CCC(=O)NCc2ccco2)cc1
- Highest occupied orbital energy: -8.8835 eV
- Orbital gap: 9.35 eV
- F_max: 0.0178 hartree/bohr
- Multiplicity: 1
- Energy above the lowest of the compared OMol25 structures with the same formula, charge and spin: 174.1 kJ/mol



A molecular structure, C45H50F7N2NbO2P at a distorted geometry. Source: the Open Molecules 2025 dataset; level of theory: wB97M-V/def2-TZVPD.

Last column: Löwdin charge in e.
Cartesian coordinates (Å):
N 1.9687 -4.1801 -4.3466  -0.031
C 1.2158 -3.1600 -5.1392  -0.267
C -0.1228 -2.7456 -4.4426  -0.497
O -0.1348 -3.0431 -3.0172  -0.149
C -0.4668 -1.2523 -4.6128  -0.393
Nb 0.9582 0.2407 -3.6380  0.798
P 2.4957 0.6651 -5.6390  0.551
N 2.2994 2.2072 -6.4830  -0.292
O 4.0666 0.7802 -5.0631  -0.474
H 2.9063 -4.2338 -4.7718  0.058
H 2.1390 -3.7517 -3.4245  0.046
H 0.9932 -3.6203 -6.1338  0.107
H 1.8678 -2.2817 -5.3286  0.040
H -0.9412 -3.3641 -4.9059  0.122
H -0.2818 -4.0324 -2.9192  0.067
H -0.6430 -0.9813 -5.6828  0.031
H -1.4543 -1.1096 -4.1046  0.026
H 2.0344 -1.0506 -2.8812  -0.130
H 1.9922 1.4838 -2.7494  -0.178
H -0.0415 1.6235 -4.3588  -0.165
H -0.1314 0.4471 -2.1909  -0.154
H 3.2576 2.5506 -6.6498  0.003
H 1.9585 1.9653 -7.4241  -0.012
H 4.0080 1.1659 -4.1507  -0.017
F 4.5368 1.1334 -2.0554  0.011
C 4.7310 0.6945 -0.8013  -0.281
C 5.1933 1.5635 0.1662  -0.012
C 5.3741 1.0820 1.4569  -0.091
C 5.0960 -0.2473 1.7558  -0.103
C 4.6395 -1.1042 0.7596  -0.084
C 4.4503 -0.6302 -0.5300  -0.008
H 5.3996 2.5918 -0.0895  0.086
H 5.7276 1.7505 2.2321  0.098
H 5.2360 -0.6164 2.7646  0.095
H 4.4272 -2.1382 0.9825  0.079
H 4.0768 -1.2665 -1.3221  0.093
F 5.5048 4.7227 -0.2440  0.051
C 6.6283 5.1757 -0.8319  -0.282
C 7.3321 6.2034 -0.2359  -0.020
C 8.4909 6.6589 -0.8486  -0.093
C 8.9226 6.0897 -2.0395  -0.104
C 8.1947 5.0586 -2.6197  -0.080
C 7.0377 4.5908 -2.0140  -0.005
H 6.9735 6.6347 0.6894  0.115
H 9.0580 7.4607 -0.3935  0.100
H 9.8257 6.4501 -2.5151  0.097
H 8.5264 4.6156 -3.5495  0.105
H 6.4566 3.7858 -2.4458  0.121
F 3.2942 -3.4497 2.1270  0.036
C 2.0109 -3.8709 2.0774  -0.273
C 1.7392 -5.1929 2.3679  -0.008
C 0.4241 -5.6305 2.3104  -0.135
C -0.5915 -4.7523 1.9574  -0.080
C -0.2894 -3.4282 1.6641  -0.054
C 1.0220 -2.9747 1.7267  0.008
H 2.5479 -5.8621 2.6321  0.119
H 0.1919 -6.6626 2.5413  0.096
H -1.6120 -5.1002 1.9075  0.094
H -1.0716 -2.7430 1.3738  0.092
H 1.2787 -1.9478 1.5000  0.126
F -0.6801 -5.9565 -3.0596  0.053
C -0.9507 -6.6294 -1.9266  -0.271
C -0.0443 -6.5627 -0.8870  0.013
C -0.3274 -7.2465 0.2860  -0.111
C -1.4973 -7.9871 0.4008  -0.089
C -2.3913 -8.0400 -0.6606  -0.088
C -2.1229 -7.3533 -1.8364  -0.015
H 0.8604 -5.9800 -1.0019  0.130
H 0.3680 -7.1972 1.1140  0.061
H -1.7129 -8.5200 1.3182  0.101
H -3.3035 -8.6164 -0.5738  0.100
H -2.8086 -7.3717 -2.6730  0.116
F -3.7411 -4.5424 2.5651  0.045
C -4.4173 -3.4518 2.1432  -0.277
C -3.7816 -2.2263 2.1371  -0.010
C -4.4847 -1.1129 1.7006  -0.065
C -5.8039 -1.2382 1.2844  -0.091
C -6.4212 -2.4812 1.3012  -0.086
C -5.7257 -3.6023 1.7309  -0.021
H -2.7592 -2.1435 2.4751  0.103
H -3.9992 -0.1459 1.6841  0.093
H -6.3493 -0.3665 0.9475  0.098
H -7.4496 -2.5806 0.9786  0.102
H -6.1851 -4.5819 1.7461  0.114
F -5.4451 2.8700 2.6413  0.037
C -4.3753 3.3028 1.9279  -0.279
C -3.6701 4.3930 2.3927  -0.020
C -2.5757 4.8356 1.6623  -0.075
C -2.2109 4.1913 0.4875  -0.083
C -2.9393 3.0968 0.0397  -0.063
C -4.0310 2.6414 0.7659  -0.026
H -3.9731 4.8810 3.3053  0.075
H -2.0061 5.6857 2.0150  0.105
H -1.3569 4.5370 -0.0797  0.108
H -2.6506 2.5969 -0.8761  0.113
H -4.6081 1.7865 0.4372  0.104
F -3.7996 5.5813 5.4130  0.051
C -5.0373 6.0469 5.6882  -0.275
C -5.1940 6.9128 6.7525  -0.019
C -6.4630 7.3936 7.0412  -0.089
C -7.5511 7.0015 6.2731  -0.101
C -7.3691 6.1281 5.2093  -0.077
C -6.1039 5.6462 4.9056  -0.008
H -4.3333 7.1998 7.3420  0.116
H -6.6013 8.0764 7.8694  0.102
H -8.5397 7.3768 6.5041  0.098
H -8.2153 5.8180 4.6104  0.106
H -5.9496 4.9675 4.0789  0.095

Results
- Total energy: -3101.89392 Eh
- Total charge: -1
- Highest occupied orbital energy: -3.8330 eV
- Orbital gap: 5.93 eV
- F_max: 0.0386 hartree/bohr
- Multiplicity: 1



A molecular structure, C2H7N3O at a distorted geometry. Source: the Open Molecules 2025 dataset; level of theory: wB97M-V/def2-TZVPD.

Last column: Löwdin charge in e.
Cartesian coordinates (Å):
C -1.9978 -0.2120 -0.5152  -0.141
C -1.0237 -0.1865 0.6729  -0.456
N 0.0655 0.7330 0.5307  0.035
N 2.5599 0.7898 -0.1103  0.069
N 1.5554 -0.0494 -0.3531  -0.282
O 1.5829 -1.1835 -0.8089  0.022
H -1.2613 -0.2398 -1.4066  0.082
H -2.5890 -1.2138 -0.3525  0.090
H -2.6896 0.6051 -0.7205  0.046
H -0.7816 -1.2584 0.8396  0.094
H -1.3889 0.2083 1.6695  0.122
H 2.4461 1.7007 0.4855  0.161
H 3.5220 0.3066 0.0690  0.157

Results
- Total energy: -319.65782 Eh
- Highest occupied orbital energy (spin up / spin down): -7.8088 / -7.8132 eV
- Orbital gap (spin up / spin down): 7.59 / 7.60 eV
- F_max: 0.0939 hartree/bohr
- Multiplicity: 1
- Energy above the lowest of the compared OMol25 structures with the same formula, charge and spin: 766.6 kJ/mol